C32H86N6O9 | ωB97M-V/def2-TZVPD

Cartesian coordinates (Å):
C1 0.52632 7.95581 4.50519
C2 1.39382 7.85004 3.24120
C3 1.67291 9.32363 2.78722
C4 2.73929 7.27759 3.59926
C5 3.65310 6.86080 2.38945
C6 2.82756 5.94003 1.48432
C7 1.40144 6.36101 1.09693
C8 1.49016 7.31348 -0.07355
C9 0.62975 5.02413 0.67545
N1 0.74094 6.95833 2.27065
O1 -0.53606 7.36613 1.99602
H1 0.13195 7.01683 4.89363
H2 1.00588 8.50184 5.31757
H3 -0.37321 8.49423 4.20678
H4 1.92090 9.98578 3.61677
H5 2.50146 9.39559 2.08264
H6 0.80986 9.80475 2.32705
H7 3.43365 7.90210 4.16136
H8 2.61574 6.39710 4.22980
H9 4.04874 7.67870 1.78728
H10 4.45386 6.20760 2.73617
H11 2.83605 4.93754 1.91216
H12 3.31610 5.70466 0.53879
H13 1.84339 6.68648 -0.89219
H14 2.22882 8.10877 0.02637
H15 0.61428 7.87179 -0.40405
H16 1.22455 4.35609 0.05253
H17 -0.30705 5.23377 0.15915
H18 0.30606 4.53855 1.59607
H19 -0.44082 7.98841 1.27124
C10 0.90286 1.09545 -1.62841
O2 0.39298 -0.19309 -1.28703
C11 0.85681 -0.60443 -0.04207
C12 0.06775 -1.80925 0.44091
C13 -1.47840 -1.54191 0.39925
N2 0.39245 -2.16811 1.85139
H20 0.48440 1.49804 -2.55087
H21 1.95760 0.99620 -1.88488
H22 0.62121 1.78385 -0.83162
H23 1.85897 -0.98772 -0.23405
H24 0.77012 0.05859 0.81874
H25 0.38389 -2.63677 -0.19419
H26 -2.07763 -2.38370 0.74624
H27 -1.81370 -1.34215 -0.61848
H28 -1.82329 -0.74394 1.05682
H29 0.02986 -1.49240 2.50869
H30 -0.09730 -3.04396 1.96592
C14 3.99393 -3.11030 -2.64411
O3 5.30048 -2.71945 -2.20946
C15 5.38583 -1.44947 -1.50009
C16 4.62999 -0.23625 -1.98423
C17 4.96599 0.27170 -3.41020
N3 4.81235 0.87953 -1.09478
H31 3.31470 -3.36764 -1.83138
H32 3.95329 -3.80016 -3.48704
H33 3.59405 -2.21713 -3.12416
H34 5.09012 -1.68634 -0.47806
H35 6.42489 -1.12916 -1.42357
H36 3.55874 -0.43024 -1.93051
H37 6.04513 0.39137 -3.50628
H38 4.51700 1.24077 -3.62794
H39 4.72181 -0.42111 -4.21548
H40 4.18480 0.85601 -0.30375
H41 4.61506 1.77785 -1.51215
C18 -2.03406 -5.59828 -4.11431
O4 -1.37903 -5.01901 -3.02161
C19 -1.71566 -3.59971 -2.85233
C20 -0.85202 -2.64384 -3.76994
C21 0.69702 -2.75463 -3.73250
N4 -1.19841 -1.29049 -3.29031
H42 -1.67492 -5.16743 -5.04892
H43 -3.10675 -5.50231 -3.94631
H44 -1.93414 -6.68347 -4.09252
H45 -2.77417 -3.42549 -3.04547
H46 -1.53342 -3.28346 -1.82526
H47 -1.19302 -2.85954 -4.78251
H48 1.01884 -2.56616 -2.70828
H49 1.26675 -2.13422 -4.42430
H50 0.98008 -3.77765 -3.98031
H51 -0.68879 -1.02492 -2.45973
H52 -0.78773 -0.63082 -3.93552
C22 -1.96480 -4.82437 2.77006
O5 -0.87730 -5.26772 2.00018
C23 -1.34321 -5.81034 0.73168
C24 -0.24951 -6.59080 -0.00236
C25 1.00901 -5.73662 -0.20463
N5 -0.70144 -7.15388 -1.26797
H53 -1.49573 -4.31843 3.61392
H54 -2.57818 -5.58887 3.24692
H55 -2.55180 -4.09263 2.21500
H56 -2.25128 -6.39861 0.86376
H57 -1.57993 -4.90171 0.17809
H58 0.13824 -7.40058 0.61570
H59 0.72169 -4.86749 -0.79637
H60 1.85932 -6.25406 -0.64886
H61 1.25193 -5.40475 0.80479
H62 -1.60706 -7.60099 -1.27594
H63 -0.90080 -6.39871 -1.90833
C26 -3.93116 1.19637 -0.78035
O6 -4.94603 0.22191 -0.44395
C27 -5.61422 -0.32222 -1.59169
C28 -6.23834 -1.70972 -1.26707
C29 -5.26669 -2.91479 -1.23202
N6 -7.26737 -2.08154 -2.20895
H64 -3.05645 0.66403 -1.15397
H65 -3.62575 1.85129 0.03568
H66 -4.33639 1.80022 -1.59229
H67 -6.39913 0.36698 -1.90317
H68 -4.82593 -0.37592 -2.34256
H69 -6.82300 -1.66803 -0.34808
H70 -5.72615 -3.80796 -0.80864
H71 -4.34387 -2.71667 -0.68680
H72 -4.94831 -3.21198 -2.23122
H73 -7.61934 -2.92610 -1.78124
H74 -6.89656 -2.54951 -3.02357
C30 -0.91545 1.85298 2.96194
O7 -0.61022 0.59537 3.54888
H75 -1.47596 2.56155 3.57174
H76 -0.07702 2.47064 2.64003
H77 -1.50846 1.62154 2.07713
H78 -0.10587 0.76300 4.34834
C31 -4.06535 -0.59136 3.08295
O8 -3.00734 -0.99119 4.02965
H79 -4.31467 0.46925 3.05090
H80 -3.67016 -0.94157 2.12939
H81 -5.02022 -1.09405 3.23670
H82 -2.21415 -0.48288 3.84506
C32 3.42004 -3.15740 1.24928
O9 3.22988 -2.29584 2.40070
H83 4.49474 -3.33931 1.25457
H84 3.00921 -4.15722 1.38960
H85 3.19523 -2.70852 0.28178
H86 2.28403 -2.19576 2.53089

Values from the calculation:
**Strongest force on any atom**: 2.61 eV/Å
**E**: -61939.3409 eV
**Energy relative to the best compared isomer or geometry (same formula, charge and spin)**: 81.18 kcal per mole
**Gap between HOMO and LUMO**: 8.78 eV
**Structure (SMILES)**: CC1(C)CCCC(C)(C)N1O.COC[C@H](C)N.COC[C@H](C)N.COC[C@H](C)N.COC[C@H](C)N.COC[C@H](C)N.CO.CO.CO
**Charge**: 0

***

C32H87N3O13 | ωB97M-V/def2-TZVPD

Cartesian coordinates (Å):
C1 -1.62389 -3.47178 -1.83754
O1 -1.21815 -4.24182 -2.98903
C2 0.07885 -4.86690 -2.82501
C3 0.34993 -5.77889 -3.95775
N1 0.28575 -5.14348 -5.26955
C4 0.02568 -6.12107 -6.38132
C5 -1.19683 -7.06674 -6.25511
O2 -1.38236 -7.68633 -7.53634
C6 -2.21673 -8.78685 -7.57037
H1 -2.59401 -3.68744 -1.38982
H2 -1.70203 -2.42692 -2.13800
H3 -0.86055 -3.43846 -1.06017
H4 0.20657 -5.45044 -1.91327
H5 0.93427 -4.19622 -2.74406
H6 -0.38999 -6.57905 -3.93896
H7 1.29583 -6.23789 -3.67021
H8 -0.46642 -4.50680 -5.04823
H9 1.01068 -6.54202 -6.58297
H10 -0.19202 -5.43244 -7.19771
H11 -2.04131 -6.45379 -5.94009
H12 -1.04098 -7.74267 -5.41431
H13 -2.10851 -9.51693 -6.76826
H14 -2.12230 -9.35411 -8.49633
H15 -3.19957 -8.38115 -7.33053
C7 -2.10097 6.35869 -0.61582
O3 -0.75126 5.74720 -0.68194
C8 -0.50863 4.92496 -1.83228
C9 0.19527 3.62017 -1.38053
N2 -0.62711 2.96783 -0.35727
C10 -0.02395 1.81657 0.33934
C11 -0.01181 0.43012 -0.38861
O4 1.00990 -0.23621 0.30048
C12 1.32238 -1.54628 -0.18903
H16 -2.39967 6.79042 -1.57107
H17 -2.00854 7.14104 0.13749
H18 -2.76687 5.57702 -0.25022
H19 0.26091 5.38260 -2.45396
H20 -1.38617 4.75012 -2.45473
H21 1.12543 4.02706 -0.98385
H22 0.37170 2.99901 -2.25867
H23 -1.24934 3.54810 0.18698
H24 -0.61474 1.67781 1.24477
H25 0.99436 2.10468 0.60038
H26 0.29164 0.48958 -1.43383
H27 -0.92777 -0.12503 -0.18634
H28 0.83946 -2.29673 0.43683
H29 2.36702 -1.81744 -0.03636
H30 1.25829 -1.70905 -1.26490
C13 -5.29235 -7.30447 4.67305
O5 -4.13960 -6.46277 5.12304
C14 -4.34486 -4.98892 4.89462
C15 -2.97688 -4.34190 4.69989
N3 -2.27193 -4.00401 6.00358
C16 -0.92959 -3.47032 5.77923
C17 -1.02726 -2.23348 4.81699
O6 -0.97065 -2.48581 3.45089
C18 -0.93785 -1.34555 2.66111
H31 -5.01259 -8.34595 4.83163
H32 -5.42819 -7.02335 3.62872
H33 -6.23454 -7.23671 5.21691
H34 -5.11658 -4.66667 5.59369
H35 -4.93243 -4.70814 4.02054
H36 -3.24786 -3.38144 4.26150
H37 -2.29987 -5.02671 4.18921
H38 -2.30294 -4.88599 6.49476
H39 -0.35214 -4.32513 5.42717
H40 -0.45137 -3.13666 6.70014
H41 -0.15422 -1.61603 5.02830
H42 -1.92572 -1.64465 5.00179
H43 -1.33655 -1.57961 1.67402
H44 0.11698 -1.07280 2.62863
H45 -1.50472 -0.46866 2.97386
C19 1.67061 6.99372 1.16591
C20 2.16602 7.61433 -0.09709
O7 2.24803 6.70855 -1.18130
H46 0.58117 6.98199 1.19899
H47 1.90271 7.57941 2.05540
H48 1.95945 5.95495 1.32595
H49 3.20496 7.92976 -0.00110
H50 1.61572 8.51414 -0.37208
H51 1.44239 6.18801 -1.14148
C21 4.63972 1.95654 0.55516
C22 5.04831 0.49951 0.73583
O8 6.16741 0.32372 -0.13391
H52 4.52653 2.23622 -0.49225
H53 5.45156 2.50198 1.03631
H54 3.68605 2.22710 1.00838
H55 4.22135 -0.18675 0.55341
H56 5.53748 0.10779 1.62766
H57 6.08316 -0.50444 -0.61209
C23 3.47073 -0.38159 -2.46806
C24 4.09910 -1.79273 -2.56568
O9 5.37963 -1.87222 -2.12602
H58 4.04489 0.28016 -3.11653
H59 3.58577 0.07274 -1.48395
H60 2.40527 -0.37344 -2.69791
H61 3.96941 -1.89301 -3.64328
H62 3.47877 -2.55957 -2.10175
H63 5.96166 -1.35764 -2.68997
C25 0.01135 3.91471 3.18497
C26 1.13509 3.29080 4.09014
O10 0.92601 3.89761 5.37462
H64 -0.77761 3.20133 2.94679
H65 0.42793 4.22675 2.22727
H66 -0.41512 4.76603 3.71551
H67 2.18284 3.47599 3.85345
H68 1.16300 2.20282 4.15035
H69 1.23724 4.79802 5.25630
C27 -1.96231 1.16089 -3.83575
C28 -2.14222 -0.05712 -4.73305
O11 -3.44800 -0.10526 -5.28708
H70 -2.66649 1.18492 -3.00410
H71 -2.00138 2.05224 -4.46190
H72 -0.92793 1.11403 -3.49519
H73 -1.81111 -1.00549 -4.30991
H74 -1.51048 0.01357 -5.61850
H75 -3.55142 -0.85087 -5.88288
C29 2.43132 -2.59363 4.45206
C30 3.10087 -1.39733 3.73219
O12 2.49401 -0.16693 4.07847
H76 1.37464 -2.67314 4.19672
H77 2.50132 -2.48180 5.53405
H78 2.93515 -3.51710 4.16663
H79 3.09997 -1.39598 2.64219
H80 4.15544 -1.28105 3.98213
H81 2.65317 -0.02887 5.01506
C31 -1.68454 10.43278 -0.44099
C32 -2.68540 10.02565 0.59713
O13 -2.23369 9.35155 1.77956
H82 -1.28440 11.38720 -0.09885
H83 -2.21410 10.55723 -1.38554
H84 -0.83008 9.76149 -0.52686
H85 -3.34994 9.32252 0.09504
H86 -3.29547 10.84860 0.96949
H87 -3.00279 9.06276 2.27623

Values from the calculation:
**Strongest force on any atom**: 3.48 eV/Å
**Spin multiplicity**: 2
**E**: -65664.0397 eV
**Gap between HOMO and LUMO (spin up / spin down)**: 7.62 / 2.80 eV
**Charge**: +1